Entry 1:
{
  "formula": "C30H87N3O12",
  "method": "ωB97M-V/def2-TZVPD",
  "species": ["C", "O", "C", "C", "C", "N", "H", "H", "H", "H", "H", "H", "H", "H", "H", "H", "H", "C", "O", "C", "C", "C", "N", "H", "H", "H", "H", "H", "H", "H", "H", "H", "H", "H", "C", "O", "C", "C", "C", "N", "H", "H", "H", "H", "H", "H", "H", "H", "H", "H", "H", "C", "C", "C", "O", "H", "H", "H", "H", "H", "H", "H", "H", "C", "C", "C", "O", "H", "H", "H", "H", "H", "H", "H", "H", "C", "C", "C", "O", "H", "H", "H", "H", "H", "H", "H", "H", "C", "C", "C", "O", "H", "H", "H", "H", "H", "H", "H", "H", "C", "C", "C", "O", "H", "H", "H", "H", "H", "H", "H", "H", "C", "C", "C", "O", "H", "H", "H", "H", "H", "H", "H", "H", "O", "H", "H", "O", "H", "H", "O", "H", "H"],
  "xyz": [[-2.823289, -2.535169, -6.388852], [-3.366146, -1.323777, -5.982881], [-3.213975, -1.230409, -4.554840], [-4.016812, -0.018645, -4.053968], [-3.500066, 1.326231, -4.513329], [-4.092026, -0.246094, -2.628042], [-1.831976, -2.435935, -6.891299], [-3.578014, -2.952433, -7.135867], [-2.805670, -3.220524, -5.521154], [-3.581959, -2.102210, -4.052712], [-2.117324, -1.177008, -4.461583], [-5.011237, -0.034844, -4.446254], [-2.431459, 1.427830, -4.156732], [-4.047979, 2.061002, -3.934977], [-3.598183, 1.504701, -5.584801], [-4.565291, 0.434730, -2.023338], [-3.132419, -0.212966, -2.326194], [-4.410169, -2.652281, 0.208109], [-3.818318, -3.510978, 1.130635], [-2.735115, -2.884880, 1.807977], [-2.630019, -3.732750, 3.117058], [-3.681994, -3.268766, 4.215988], [-1.375408, -3.550636, 3.778073], [-3.649196, -2.311789, -0.544528], [-4.904059, -1.815045, 0.652067], [-5.193093, -3.285896, -0.274651], [-1.837904, -2.734883, 1.141530], [-3.037616, -1.808707, 1.986287], [-2.925053, -4.749849, 2.769472], [-3.753993, -3.961493, 5.027817], [-4.695763, -3.257418, 3.757921], [-3.318684, -2.298787, 4.579088], [-0.532402, -3.881730, 3.299132], [-1.376478, -3.971408, 4.692493], [4.495406, -1.173997, -2.963572], [3.158956, -0.714724, -3.191146], [3.101214, 0.510807, -3.973244], [1.631428, 0.987720, -3.885894], [0.833845, 0.028976, -4.751852], [1.572951, 2.408388, -4.314933], [4.839174, -1.643197, -3.922054], [4.484016, -1.919546, -2.178894], [5.151946, -0.351628, -2.636191], [3.891664, 1.193416, -3.636701], [3.388955, 0.280183, -4.998581], [1.277609, 0.848553, -2.857888], [-0.211703, 0.424980, -4.830803], [0.878146, -0.994367, -4.287427], [1.289172, -0.020956, -5.749181], [1.623112, 3.004257, -3.506184], [0.688475, 2.648633, -4.790863], [2.253402, -3.803957, 3.592089], [2.597291, -2.442359, 2.975337], [3.844260, -2.445512, 2.105361], [1.522813, -1.793758, 2.331370], [2.936164, -4.100755, 4.360460], [2.267560, -4.545697, 2.766827], [1.231383, -3.729341, 3.932818], [2.949956, -1.803851, 3.809106], [4.023232, -1.448824, 1.732781], [3.732162, -3.100052, 1.184123], [4.805536, -2.689472, 2.609662], [1.183417, -2.558665, 1.754918], [3.421478, 1.996206, 4.535744], [2.773643, 1.502920, 3.180222], [1.301651, 1.961326, 3.116058], [3.521221, 2.076029, 2.050069], [2.909033, 1.590021, 5.435379], [3.588281, 3.099588, 4.490155], [4.436848, 1.619512, 4.445263], [2.901189, 0.419395, 3.230064], [0.598582, 1.404495, 3.744919], [0.958057, 2.005987, 2.108322], [1.200537, 2.998680, 3.454216], [4.400755, 1.710312, 1.959316], [0.033401, 6.412762, 1.926580], [-0.506912, 4.924877, 1.948948], [-1.198139, 4.583607, 3.207986], [-1.363185, 4.784182, 0.785512], [-0.861592, 7.057102, 1.823605], [0.659731, 6.604989, 1.021901], [0.607969, 6.719212, 2.806554], [0.301430, 4.220051, 1.769061], [-0.598448, 4.587540, 4.058756], [-1.580743, 3.513946, 3.176714], [-2.139687, 5.204215, 3.317290], [-1.674403, 3.860169, 0.801257], [-3.044483, 1.487473, 0.222497], [-1.544312, 1.354003, 0.004394], [-0.938311, 0.347835, 0.907370], [-1.298760, 1.055903, -1.395085], [-3.579295, 0.568180, 0.007771], [-3.407787, 2.326349, -0.398110], [-3.284625, 1.864165, 1.216771], [-1.009691, 2.300364, 0.209339], [-1.351456, -0.612893, 0.572555], [-1.335016, 0.529327, 1.942911], [0.164172, 0.383931, 0.923685], [-0.429545, 1.405287, -1.652874], [3.289239, 2.592446, -1.338527], [2.288160, 3.496748, -0.648045], [2.693379, 5.004874, -0.583906], [1.076774, 3.345122, -1.309318], [2.797213, 1.574612, -1.444229], [4.215929, 2.555513, -0.691535], [3.540691, 3.005877, -2.318249], [2.210028, 3.143877, 0.412209], [3.361492, 5.192573, 0.247660], [1.818137, 5.641872, -0.444451], [3.122197, 5.343500, -1.509590], [0.427846, 4.036901, -1.007646], [-0.789824, -3.739518, -2.358478], [0.106184, -4.214457, -1.139482], [1.577278, -4.332799, -1.518621], [-0.018067, -3.353583, -0.050299], [-0.798391, -4.404893, -3.209542], [-0.426642, -2.788263, -2.741607], [-1.827898, -3.614631, -1.947508], [-0.224728, -5.162895, -0.748509], [1.915843, -3.362991, -2.028058], [1.687941, -5.133267, -2.237996], [2.194811, -4.540009, -0.649747], [0.239163, -2.499800, -0.371847], [1.517284, -0.694449, -0.531919], [1.954867, -0.953678, 0.297284], [2.159330, -0.689521, -1.309778], [-0.836341, -0.926586, 4.574632], [-0.234484, -0.646698, 3.885130], [-1.026484, -1.852159, 4.394534], [-1.404019, 1.429042, 6.297165], [-1.184787, 0.483451, 6.237680], [-1.906205, 1.554292, 5.470442]],
  "forces_ev_per_angstrom": [[-1.0, -1.2, -1.6], [-0.4, 0.3, 1.0], [0.0, 1.6, -1.7], [0.2, -0.3, -0.3], [1.7, 0.1, 1.2], [0.2, 0.2, 1.1], [-0.5, -0.1, 0.5], [1.2, 0.2, 0.7], [0.4, -0.1, -0.6], [-0.3, -0.7, 0.2], [-0.2, 0.4, 1.0], [-0.8, -0.8, -0.4], [-0.9, 0.1, -0.6], [-0.2, 0.5, -0.2], [0.1, -0.1, 0.1], [0.0, 0.0, -1.0], [0.5, 0.0, 0.6], [0.0, -1.4, -1.8], [0.6, 0.1, 0.4], [-0.7, 1.0, 0.4], [-1.5, 0.7, -0.1], [0.1, 0.1, -2.3], [1.7, -0.3, 0.0], [-0.8, -0.1, 0.4], [-0.2, 0.8, 0.5], [0.6, 0.7, 0.0], [-0.5, -1.0, 0.8], [0.2, -0.9, 0.5], [0.6, 0.3, 0.4], [0.3, -0.6, 0.6], [0.7, 0.5, 0.3], [-0.6, -0.1, -0.1], [-0.8, 0.0, -0.1], [0.0, -0.3, 0.2], [-0.4, 0.1, -1.2], [0.4, 0.5, 0.5], [0.1, -0.8, 0.7], [0.9, 0.4, -0.4], [-0.7, 0.0, 0.1], [-0.7, -0.7, -0.6], [0.2, 0.4, 0.9], [-0.2, -0.2, 0.1], [-0.1, -0.2, -0.3], [-0.5, 0.2, 0.4], [-0.3, -0.1, -0.3], [0.2, 0.2, 0.1], [0.7, -0.7, 0.0], [-0.3, 1.0, -0.5], [-0.3, 0.0, 0.1], [0.0, 0.2, 0.3], [0.6, -0.4, 0.4], [-0.6, 0.4, -2.1], [2.2, 0.6, 1.8], [0.5, -1.0, -1.4], [-0.7, -2.3, -1.3], [0.3, -0.1, 0.4], [0.0, 0.1, 0.5], [-0.1, -0.1, 0.6], [-0.8, 0.1, -0.1], [-0.2, 0.6, -0.2], [0.1, 0.5, 1.0], [-0.9, -0.3, 0.0], [-0.1, 1.8, 0.6], [0.3, 0.1, -1.6], [0.5, 1.1, 1.4], [0.7, 0.5, 0.3], [-1.4, -0.2, 0.7], [0.3, 0.5, -0.6], [-0.8, -0.7, 0.4], [0.3, -0.3, 0.6], [-0.4, -0.1, -0.6], [0.4, -0.2, -0.1], [-0.3, -0.4, -0.9], [0.4, -0.1, 0.2], [0.1, -0.3, 0.4], [-0.7, -0.7, -1.0], [1.2, 1.4, -1.3], [-3.4, -1.2, -0.7], [0.0, -0.2, 0.5], [0.4, -0.2, 0.2], [-0.5, -0.3, 0.7], [-0.2, -0.4, 0.0], [0.5, 0.1, 0.2], [1.1, 0.5, 1.5], [0.4, 1.0, -0.2], [1.2, -0.4, 0.1], [0.0, 0.6, -0.1], [0.2, 1.5, -0.5], [0.5, 1.0, -0.8], [-0.3, -0.7, 1.2], [-0.2, 0.1, 0.4], [-0.1, -0.1, 0.0], [-0.1, -0.6, -0.3], [0.2, -0.5, 0.4], [-0.4, 0.0, -0.1], [0.5, -0.1, 0.2], [0.5, -0.2, -0.7], [-0.7, -0.3, -0.1], [-0.2, -0.1, 0.4], [0.2, -0.5, 0.8], [1.0, 0.9, 1.8], [-0.5, -0.9, 0.0], [-2.3, 0.7, -0.5], [0.9, 1.1, 0.2], [-0.9, -0.2, -0.8], [0.1, -0.2, 0.0], [-0.1, 0.2, -0.7], [0.3, 0.0, 0.1], [-0.1, -0.2, 0.2], [0.5, 0.0, -0.5], [0.9, -0.9, -0.3], [-0.3, -0.1, 1.9], [0.2, -0.2, -1.6], [0.0, 1.3, -1.1], [-0.4, 0.2, 0.9], [0.0, -0.5, 0.0], [0.0, 0.3, 0.2], [0.8, 0.0, -0.6], [-0.3, -0.5, -0.2], [-0.3, -1.2, 0.8], [0.2, -0.2, -0.2], [0.1, 0.0, 0.1], [0.4, 1.4, -0.2], [0.8, -0.2, -1.3], [0.2, 0.2, -0.4], [-0.8, -0.2, 1.4], [0.0, 1.1, 0.7], [0.2, -0.1, -0.3], [-0.1, -0.7, -0.5], [-0.3, -0.3, -0.6], [0.1, 0.3, -0.1], [0.3, 0.0, 0.6]],
  "multiplicity": 1,
  "smiles": "COC[C@H](C)N.COC[C@H](C)N.COC[C@H](C)N.CC(C)O.CC(C)O.CC(C)O.CC(C)O.CC(C)O.CC(C)O.O.O.O",
  "fmax_ev_per_a": 3.737,
  "e_above_lowest_kj_mol": 0.0,
  "molar_mass_g_mol": 682.035,
  "orbital_gap_ev": 9.3
}

Entry 2:
{
  "formula": "C7H10",
  "method": "ωB97M-V/def2-TZVPD",
  "species": ["C", "C", "C", "C", "C", "C", "C", "H", "H", "H", "H", "H", "H", "H", "H", "H", "H"],
  "xyz": [[1.461019, -0.606842, -0.145853], [0.819740, 0.741540, 0.278200], [0.030823, 1.003198, -0.953830], [-0.949375, -0.245969, -0.754925], [-1.609710, 0.077083, 0.648324], [-0.197129, -0.149507, 1.181582], [0.058846, -1.174267, 0.035867], [1.935192, -0.617904, -1.133994], [2.139233, -0.992142, 0.620994], [1.542417, 1.622319, 0.133523], [1.293820, 1.496065, -1.360721], [-0.408988, 1.913982, -1.311164], [-1.606616, -0.592199, -1.558714], [-2.101776, 1.040213, 0.822506], [-2.297665, -0.730746, 0.966534], [0.056740, -0.372360, 2.219524], [-0.151547, -2.246553, 0.135634]],
  "forces_ev_per_angstrom": [[0.2, -0.1, 0.0], [0.9, 0.4, -0.1], [1.4, 0.6, -1.0], [0.5, 0.1, -0.6], [0.2, 0.4, -0.3], [0.1, 0.3, 0.3], [0.2, 0.0, 0.0], [-0.1, -0.1, 0.1], [0.0, 0.0, -0.1], [-0.5, -0.7, 2.8], [-3.1, -2.3, -1.6], [-0.9, 0.6, 1.1], [0.4, 0.0, 0.1], [0.1, 0.0, -0.2], [0.4, 0.3, -0.3], [-0.1, 0.2, -0.1], [0.0, 0.4, 0.0]],
  "multiplicity": 1,
  "fmax_ev_per_a": 4.180,
  "e_above_lowest_kj_mol": 526.8,
  "molar_mass_g_mol": 94.157,
  "orbital_gap_ev": 10.0
}

Entry 3:
{
  "formula": "C5H8O2",
  "method": "ωB97M-V/def2-TZVPD",
  "species": ["C", "C", "O", "C", "C", "C", "O", "H", "H", "H", "H", "H", "H", "H", "H"],
  "xyz": [[-2.433634, 0.272519, 0.124823], [-1.168263, 0.680745, 0.107683], [-0.435349, 0.838699, 1.238377], [0.971847, 0.691630, 1.118314], [1.589345, -0.591780, 0.653627], [1.641087, 0.429592, -0.152293], [1.963068, 0.986879, -1.321853], [-2.924433, -0.001999, 1.052919], [-3.002878, 0.235849, -0.797141], [-0.661667, 0.955380, -0.819342], [1.414412, 1.293180, 1.913231], [1.777916, -1.626060, 0.893318], [2.348374, 0.304097, -1.890599], [-0.746278, -1.965541, -0.905695], [-0.333540, -2.503186, -1.215365]],
  "forces_ev_per_angstrom": [[0.1, 0.1, 0.0], [-0.2, 0.0, -0.1], [-0.1, -0.1, 0.0], [0.2, 0.2, 0.1], [0.1, 0.0, -0.2], [-0.1, -0.2, 0.3], [0.1, -0.2, 0.0], [0.1, 0.0, -0.1], [0.1, 0.0, 0.1], [-0.1, 0.0, 0.1], [-0.1, -0.1, -0.1], [0.0, 0.2, 0.0], [0.0, 0.1, 0.0], [0.0, -0.1, 0.0], [0.0, 0.0, 0.0]],
  "multiplicity": 1,
  "smiles": "C=CO[C@H]1C=C1O.[H][H]",
  "fmax_ev_per_a": 0.365,
  "e_above_lowest_kj_mol": 454.0,
  "molar_mass_g_mol": 100.117,
  "orbital_gap_ev": 9.3
}